1.
52
Properties=species:S:1:pos:R:3:forces:R:3 method="wB97M-V/def2-TZVPD" gap_ha=0.279 total_charge=+1 e_homo_ev=-11.3 de_lowest_ev=0.0000
Sn 0.224928 -0.217018 -1.423929 -1.832 0.765 -0.596
F -0.717577 1.767496 -3.416175 0.795 -1.446 1.537
C -1.105112 2.519012 3.168516 -1.964 -1.399 -0.080
S -0.416824 2.569230 1.517839 2.045 0.374 -1.110
O -0.975279 1.585389 0.466023 -0.064 1.158 1.372
C -0.919353 4.284052 1.160628 -0.500 0.111 0.102
H -0.727631 1.624804 3.664502 0.778 0.642 0.341
H -2.156738 2.232521 3.158558 -0.448 0.176 -0.606
H -1.137174 3.478880 3.684002 0.908 -0.135 -0.069
H -1.971193 4.331711 1.442507 -0.242 0.207 -0.888
H -0.616187 4.610095 0.165701 -0.693 -0.665 -0.328
H -0.463127 5.077462 1.752634 0.576 -0.702 0.761
C 2.726278 -3.810986 0.954511 0.512 0.099 0.609
S 2.420606 -3.608873 -0.790574 -0.370 1.528 -1.115
O 1.066564 -2.953503 -0.994535 0.337 0.370 0.209
C 3.645489 -2.264875 -1.179246 0.608 -1.398 -0.336
H 3.112190 -2.908268 1.428078 0.090 0.010 -0.127
H 3.465523 -4.610957 0.995292 0.178 0.096 0.168
H 1.867061 -4.140456 1.538714 -0.247 -0.057 -0.605
H 4.628637 -2.735553 -1.177845 0.245 -0.105 0.904
H 3.613876 -1.366123 -0.563335 -0.271 -0.223 0.021
H 3.651858 -2.049452 -2.247727 -1.085 0.295 0.004
C 0.544506 -1.938637 3.112302 -1.673 -0.100 -0.598
S -0.972090 -1.017982 2.454366 0.258 -0.322 0.459
O -1.004418 -1.393039 0.996513 0.013 -0.045 0.660
C -2.309419 -1.911281 3.419493 0.819 -0.938 -0.530
H 0.389274 -3.008229 2.970967 -0.207 0.005 -0.081
H 0.716441 -1.763712 4.174350 0.267 0.435 -0.259
H 1.282359 -1.618101 2.376819 0.255 0.198 0.563
H -2.021919 -1.976879 4.468851 0.229 0.294 -0.026
H -2.289009 -2.928164 3.027512 -0.019 -0.101 -0.051
H -3.344876 -1.575442 3.363576 0.381 0.661 -0.436
C -5.272691 -0.702848 -1.434968 0.036 -0.462 -0.130
S -3.647376 -0.147614 -2.087479 0.565 -0.255 0.102
O -2.607103 -1.112940 -1.468293 -0.307 1.017 -0.791
C -3.892150 -0.668803 -3.831333 -0.278 -0.226 0.377
H -6.130988 -0.211661 -1.893413 0.339 0.071 -0.592
H -5.433949 -0.503012 -0.375645 0.814 0.073 0.070
H -5.312574 -1.779960 -1.597222 -0.121 -0.006 -0.015
H -4.827407 -0.226305 -4.174247 -0.072 -0.078 0.087
H -3.938555 -1.757636 -3.850528 -0.174 -0.012 0.096
H -3.112596 -0.353688 -4.524947 0.287 0.320 0.605
C 4.659458 1.891465 -1.426586 1.040 0.653 0.208
S 3.449323 1.908623 -2.778163 0.361 -0.517 1.148
O 2.877777 0.493402 -2.618375 -0.774 1.073 0.210
C 2.258360 3.130849 -2.112656 -0.986 -0.652 -0.590
H 5.309741 2.764245 -1.367555 -0.498 0.644 -0.324
H 5.434291 1.144656 -1.599794 -0.579 -0.587 -0.271
H 4.234636 1.776806 -0.429352 -0.418 -0.238 -0.240
H 2.518011 4.188547 -2.068342 0.841 -0.297 0.164
H 1.787234 2.768908 -1.198796 0.426 -0.005 0.335
H 1.438894 3.113845 -2.831187 -0.184 -0.305 -0.318

***

2.
46
Properties=species:S:1:pos:R:3:forces:R:3 method="wB97M-V/def2-TZVPD" gap_ha="0.162 / 0.160" total_charge=0 e_homo_ev="-4.3 / -4.3"
Hf 0.290499 0.363535 0.407345 1.354 -1.081 -0.419
Si -2.209536 1.179831 -0.742917 0.686 -0.345 -0.847
P -1.333144 -0.359581 2.387998 -0.022 0.003 0.095
P 1.122887 2.007727 -1.486175 0.534 -0.316 0.049
H -1.103113 1.493910 0.428498 -2.519 0.717 0.519
C -0.419654 -1.061186 3.804008 0.089 -0.195 0.097
H -1.107514 -1.285558 4.629801 0.115 0.018 -0.142
H 0.338564 -0.348032 4.141504 -0.128 -0.077 -0.128
H 0.080701 -1.979819 3.488139 -0.006 0.058 0.085
C -2.651903 -1.588319 2.138743 -0.142 -0.303 0.071
H -3.239709 -1.704283 3.053400 -0.070 -0.093 -0.079
H -2.196144 -2.546839 1.871103 -0.123 0.110 -0.016
H -3.308863 -1.271587 1.322421 0.068 -0.055 0.109
C -2.291811 0.911428 3.292169 -0.013 0.151 -0.058
H -2.826984 0.400792 4.101721 -0.009 0.198 -0.094
H -3.008733 1.407726 2.628655 0.127 -0.081 0.125
H -1.616793 1.661569 3.715497 -0.064 -0.115 -0.159
C 2.938689 2.138843 -1.332614 0.214 0.339 -0.221
H 3.322392 2.918082 -2.004317 0.158 -0.150 0.081
H 3.394116 1.170739 -1.578958 -0.129 0.219 0.037
H 3.182239 2.374588 -0.287064 -0.142 -0.032 -0.355
C 0.880567 1.414217 -3.192471 -0.041 0.141 -0.446
H 1.316513 2.120536 -3.918781 -0.147 -0.313 0.146
H -0.194862 1.293309 -3.403478 0.406 0.113 0.068
H 1.362922 0.432513 -3.298899 -0.106 0.243 0.005
C 0.595735 3.755451 -1.562790 -0.020 0.207 -0.140
H 1.156848 4.276170 -2.360875 -0.240 -0.212 0.322
H 0.795731 4.243599 -0.602875 0.013 -0.161 -0.133
H -0.480377 3.831150 -1.767364 0.317 -0.059 0.029
C -2.439868 -0.348708 -1.842958 -0.539 -0.098 0.102
H -2.364943 -1.296295 -1.301887 0.067 0.181 -0.100
H -1.709836 -0.322367 -2.647316 0.136 -0.139 -0.015
H -3.442648 -0.291379 -2.292582 0.029 -0.054 -0.022
H -3.493071 1.292563 -0.007462 0.186 0.172 0.293
H -2.107156 2.269954 -1.749791 -0.142 0.205 0.316
C 1.942117 -2.454004 -0.438983 -0.176 0.960 -0.176
O 1.455318 -1.335256 -0.106412 -0.574 -1.101 -0.076
C 2.799263 -3.223143 0.479896 -0.005 -0.282 0.656
H 2.441129 -4.267819 0.520283 0.132 0.304 0.066
H 2.794512 -2.795418 1.489682 0.067 -0.055 -0.268
H 3.820207 -3.267864 0.103552 0.252 -0.011 0.054
C 1.621691 -3.092665 -1.742464 -0.310 0.002 -0.177
H 2.456420 -3.036616 -2.460135 -0.191 0.005 0.171
H 0.728886 -2.646035 -2.202996 0.223 -0.024 0.131
H 1.432407 -4.155006 -1.538662 0.020 0.073 -0.283
S 1.276310 1.719547 1.866814 0.664 0.934 0.727

***

3.
51
Properties=species:S:1:pos:R:3:forces:R:3 method="wB97M-V/def2-TZVPD" gap_ha=0.304 total_charge=-1 e_homo_ev=-5.7 de_lowest_ev=0.2173
I -10.287403 -14.168340 -13.937063 0.119 -0.106 -0.031
C -7.709591 -16.019130 -16.770937 -0.030 0.903 0.112
C -6.236146 -16.402400 -16.804624 -0.185 -0.556 -0.077
O -6.074571 -17.773565 -16.423054 0.299 0.036 0.067
O -7.815996 -14.600952 -16.679403 0.200 -0.019 -0.091
H -8.179564 -16.500165 -15.912579 0.014 -0.071 0.042
H -8.233213 -16.320022 -17.684585 0.077 -0.325 0.004
H -5.670951 -15.815534 -16.083881 -0.165 0.023 0.140
H -5.784874 -16.223086 -17.785897 -0.089 0.049 -0.036
H -6.415356 -18.355817 -17.106031 -0.081 0.132 -0.117
H -8.448678 -14.358926 -15.987450 -0.103 -0.112 0.051
C -11.749016 -9.931572 -13.570135 0.115 -0.902 -0.505
C -12.906948 -10.625898 -14.279411 -0.442 0.453 -0.207
O -13.178064 -11.954923 -13.885085 0.430 0.038 0.348
O -10.495533 -10.522431 -13.874796 -0.027 0.008 0.175
H -11.969632 -9.933312 -12.496239 0.167 0.091 0.034
H -11.664007 -8.913813 -13.951674 -0.200 0.134 0.170
H -12.802989 -10.601589 -15.371146 0.309 0.199 0.021
H -13.792541 -10.021221 -14.037052 -0.079 -0.267 -0.036
H -12.383656 -12.503654 -14.048263 -0.393 0.135 0.033
H -10.476661 -11.454415 -13.598557 -0.023 0.214 -0.037
C -5.604196 -12.821040 -14.301160 0.345 0.589 -0.390
C -6.667284 -11.746549 -14.355324 -0.606 0.027 -0.304
O -7.554895 -11.795255 -13.271634 0.073 0.239 0.703
O -4.559534 -12.445187 -13.389169 -0.208 -0.075 0.063
H -5.156448 -12.895146 -15.298099 -0.194 -0.268 -0.076
H -6.069677 -13.764325 -14.011169 0.079 -0.121 -0.022
H -7.246840 -11.797597 -15.283945 0.169 -0.391 -0.187
H -6.217001 -10.753378 -14.386278 0.221 -0.021 0.309
H -8.207503 -12.499898 -13.394445 0.065 -0.007 -0.164
H -3.746175 -12.821022 -13.729543 0.058 -0.053 0.107
C -13.566267 -12.549399 -9.612379 0.355 -0.541 0.450
C -12.439611 -13.351557 -10.237179 0.047 -0.043 0.327
O -12.944808 -14.159756 -11.280251 0.265 0.102 0.126
O -13.979298 -11.446237 -10.394515 -0.124 -0.185 0.166
H -13.194314 -12.255755 -8.623349 -0.099 0.730 -0.265
H -14.421548 -13.195454 -9.371771 0.068 -0.169 -0.293
H -11.961377 -13.947055 -9.439873 -0.239 -0.189 -0.103
H -11.644546 -12.677915 -10.579863 -0.234 0.124 -0.190
H -12.207118 -14.331426 -11.883631 -0.162 -0.058 -0.228
H -14.377545 -11.842083 -11.181929 0.226 0.211 -0.135
C -12.498030 -17.219141 -16.237880 1.283 0.643 0.070
C -13.740054 -17.859784 -16.792693 -0.672 0.907 0.598
O -13.937776 -19.155954 -16.240542 -0.025 -0.208 -0.599
O -12.684207 -15.812033 -16.171000 -0.174 -0.183 -0.392
H -11.638756 -17.439657 -16.895567 -0.072 -0.087 0.110
H -12.227692 -17.585936 -15.241909 -0.377 -0.313 -0.060
H -13.750587 -17.771910 -17.882477 0.101 -0.634 -0.061
H -14.580094 -17.226401 -16.483967 0.022 -0.167 0.188
H -13.741207 -19.818446 -16.907794 0.036 0.032 0.052
H -11.865121 -15.408985 -15.844504 -0.141 0.051 0.139

***

4.
52
Properties=species:S:1:pos:R:3:forces:R:3 method="wB97M-V/def2-TZVPD" gap_ha=0.267 total_charge=+1 e_homo_ev=-11.2
C 3.519610 -0.252638 1.964988 -0.726 -0.974 1.240
C 3.875817 -1.785033 2.077190 1.807 1.240 -0.385
O 3.214770 -2.591479 1.085362 -2.398 0.207 1.460
B 1.865800 -2.799717 1.311591 1.413 -1.361 -2.667
O 1.096593 -3.465903 0.342068 0.576 0.787 1.974
P 0.861374 -2.194512 2.852976 -0.058 -0.708 0.164
P -0.499213 -0.568338 2.097653 -0.779 2.170 -0.512
N -2.072355 -1.296727 2.172583 1.307 0.591 -0.619
O -0.191383 -0.409074 0.462493 -0.677 -1.359 1.516
H 2.737498 -0.065949 1.206485 0.721 -0.028 0.010
H 3.060027 0.030994 2.941506 0.397 0.202 -0.602
H 4.420585 0.356398 1.816435 -0.540 -0.122 -0.205
H 4.957835 -1.856803 1.852060 -0.642 -0.260 0.103
H 3.767875 -2.170086 3.109798 -0.258 0.010 -0.616
H 1.324959 -4.401083 0.311670 0.034 -0.159 -0.486
H 1.698148 -1.594914 3.839835 -0.643 -0.352 -0.259
H 0.100820 -3.264813 3.421987 0.553 0.412 -0.153
H -2.442377 -1.021470 3.083108 -0.085 -0.115 -0.095
H -2.640236 -0.810797 1.467112 -0.153 -0.414 -0.050
H 0.543856 0.193391 0.308098 0.042 0.304 0.017
C -5.845893 0.417291 0.015470 0.114 0.118 0.006
O -5.016556 -0.736990 0.071090 -0.080 0.033 0.129
C -5.706726 -1.879888 0.571880 0.361 -0.176 -0.172
C -6.141983 -2.805926 -0.551365 -0.439 0.061 0.139
O -7.120141 -2.193754 -1.377600 0.307 0.138 0.014
C -6.576885 -1.679935 -2.584975 -0.129 -0.071 -0.066
H -5.349516 1.159370 -0.609194 0.056 -0.053 0.028
H -6.822529 0.195774 -0.417104 0.014 -0.054 0.022
H -5.975534 0.832780 1.019835 -0.105 0.032 -0.013
H -6.563141 -1.578724 1.181662 -0.039 0.007 -0.077
H -5.006477 -2.419525 1.218244 -0.030 -0.044 0.017
H -6.604300 -3.694956 -0.112196 0.050 -0.013 0.030
H -5.281590 -3.131984 -1.143478 0.050 0.062 0.027
H -6.383969 -2.499376 -3.284948 0.066 0.061 -0.039
H -5.653404 -1.122026 -2.413175 0.003 -0.027 0.024
H -7.312575 -1.008122 -3.025720 -0.039 -0.073 0.044
C 2.513684 2.388313 -1.494649 0.008 -0.077 0.188
O 3.725899 2.179618 -0.787099 -0.162 0.005 -0.174
C 4.830785 1.946092 -1.657702 0.235 0.069 0.373
C 5.677926 3.195154 -1.831822 -0.085 -0.026 -0.449
O 4.961490 4.216346 -2.510375 -0.141 -0.105 0.298
C 4.446381 5.204391 -1.630242 0.069 0.103 -0.118
H 1.787729 2.815969 -0.801433 0.052 0.011 0.041
H 2.641839 3.077275 -2.330748 0.002 -0.028 -0.014
H 2.127581 1.431293 -1.865347 -0.040 0.023 -0.145
H 4.488363 1.570382 -2.625977 -0.009 0.078 -0.017
H 5.445054 1.168113 -1.193528 0.019 -0.012 -0.037
H 6.544695 2.945976 -2.450805 0.016 -0.039 0.042
H 6.046429 3.554550 -0.866398 -0.057 -0.041 0.039
H 5.251371 5.872985 -1.308736 -0.061 0.016 0.082
H 3.968082 4.761683 -0.753221 0.032 -0.021 0.000
H 3.703906 5.786407 -2.175336 0.073 -0.024 -0.056

***

5.
50
Properties=species:S:1:pos:R:3:forces:R:3 method="wB97M-V/def2-TZVPD" gap_ha="0.188 / 0.254" total_charge=0 e_homo_ev="-5.8 / -7.8" spin_multiplicity=6
Hg -1.017647 2.754740 0.579570 -1.994 -0.070 -1.423
Cr 1.457113 2.020670 -1.034970 -3.097 0.469 1.156
C -2.928587 1.286770 -2.372460 0.783 -0.774 -0.724
C -1.443157 1.567300 -2.773760 -1.377 0.531 1.022
O -0.794277 2.390010 -1.889320 1.684 0.150 0.329
H -3.472977 2.225260 -2.267720 0.008 -0.186 0.251
H -3.038647 0.584640 -1.546020 0.260 0.736 0.634
H -3.378277 0.673560 -3.153390 -0.234 0.302 -0.592
H -1.487597 2.024040 -3.762450 0.153 0.004 -0.465
H -0.937697 0.606600 -2.872060 0.077 -0.786 -0.313
O 0.948733 3.721440 0.101290 2.529 -0.523 -1.361
H 1.699583 4.249020 0.436570 -0.739 -0.357 -0.012
O 0.438743 0.993920 0.452320 2.456 -0.971 -1.094
H 0.802873 0.092730 0.353310 -0.442 0.652 -0.949
C 2.927933 -1.200860 2.361730 -0.285 -2.082 -0.985
C 1.653733 -1.861960 1.640770 2.049 1.580 1.832
O 0.530623 -1.133690 2.045570 -0.767 -1.259 0.215
H 3.011563 -1.372160 3.434940 -0.861 0.774 0.163
H 3.031463 -0.185910 1.978010 0.021 0.083 0.566
H 3.800533 -1.785810 2.071030 0.333 0.123 -0.674
H 1.530433 -2.907630 1.922680 -0.040 0.078 -0.096
H 1.917163 -1.768790 0.587200 -0.510 -0.216 -0.424
H 0.491163 -0.288610 1.591830 -0.234 0.417 0.647
C 2.182623 -2.325890 -2.450940 0.653 -0.049 -0.474
C 2.251043 -0.926540 -2.989920 0.389 -0.609 0.252
O 1.420973 -0.147070 -2.175630 -0.136 2.273 0.722
H 2.789633 -2.319960 -1.545620 0.002 -0.558 -0.055
H 2.618093 -2.905450 -3.264930 0.054 -0.813 0.502
H 1.174813 -2.650790 -2.192370 -0.008 0.011 -0.292
H 2.007053 -0.885570 -4.051470 -0.227 0.304 0.012
H 3.273483 -0.578460 -2.843170 -0.023 0.239 -0.267
H 0.518223 -0.192550 -2.499000 -0.510 0.087 0.045
C 0.650443 2.340380 3.468240 0.346 0.977 -0.902
C -0.495357 3.257480 3.817340 -0.160 -1.676 3.562
O -1.327537 3.462790 2.737040 -0.310 1.401 -0.146
H 1.249573 1.916380 4.274070 -0.645 -0.043 0.307
H 1.354903 2.975660 2.931340 0.207 -0.268 -0.485
H 0.268193 1.584830 2.781860 0.344 -0.169 0.246
H -0.210317 4.102310 4.444340 0.447 0.904 -0.936
H -1.134117 2.775740 4.557620 -0.039 -0.717 0.315
H -2.052567 4.036390 2.995730 -0.226 0.088 -0.161
C -2.220137 -1.907190 -0.689880 -0.034 -1.239 -0.543
C -2.451987 -3.466240 -0.858340 -0.458 2.217 0.402
O -3.463177 -3.854510 0.075220 0.515 -0.186 -0.178
H -3.112977 -1.312900 -0.495570 -0.231 -0.561 0.417
H -1.907717 -1.496300 -1.649910 0.571 -0.063 -0.034
H -1.474457 -1.742870 0.087980 -0.091 0.266 -0.057
H -1.495047 -3.953560 -0.671560 -0.030 -0.240 0.035
H -2.782767 -3.669220 -1.876920 0.002 -0.152 -0.101
H -3.373657 -4.802180 0.199800 -0.177 -0.102 0.110